No. 1
ORCA calculation (ωB97M-V with the def2-TZVPD basis set) on a structure of composition C34H49BCrN8O2S4 in a non-equilibrium geometry.

The geometry in XYZ format:
```
99
Properties=species:S:1:pos:R:3:forces:R:3:lowdin_charge:R:1
Cr -0.068 0.112 -0.617 1.4794 0.4945 0.4552 -0.018
C -2.533 4.385 -1.037 0.2438 -0.0737 0.0151 -0.067
C -2.290 4.585 0.456 -0.3456 0.0545 -0.0276 -0.529
C -2.442 6.081 0.762 0.0408 -0.0025 0.0455 -0.032
C -3.313 3.773 1.253 0.0530 -0.0266 -0.0103 -0.016
N -0.936 4.165 0.938 0.3282 -0.1868 -0.0731 0.021
C -0.520 4.584 2.190 -0.0172 0.0849 0.1431 -0.037
C 0.671 4.018 2.440 -0.0109 -0.1022 0.1069 -0.032
N 1.005 3.232 1.362 -0.0996 0.2940 -0.2023 0.026
B 2.396 2.544 1.321 -0.1046 -0.1968 -0.2497 -0.563
N 2.964 2.478 -0.119 0.1646 -0.0706 -0.1205 0.027
C 3.575 3.582 -0.663 -0.0154 0.0923 -0.0216 -0.033
C 3.949 3.278 -1.920 0.0033 0.1230 0.0141 -0.021
N 3.562 1.974 -2.164 -0.1603 -0.0006 0.2091 0.023
C 2.954 1.501 -1.047 0.0553 0.2471 0.1285 -0.634
S 2.308 -0.088 -0.841 -0.0533 -0.3612 -0.2000 0.699
C 3.743 1.282 -3.480 0.0419 -0.1761 -0.2638 -0.536
C 2.379 0.911 -4.071 -0.0117 0.0461 0.1085 -0.031
C 4.637 0.055 -3.299 -0.0392 0.0347 0.0546 -0.033
C 4.425 2.250 -4.447 0.0014 0.0123 0.1010 -0.051
N 2.458 1.136 1.972 -0.1878 -0.0582 0.3601 0.021
C 3.684 0.656 2.355 0.1301 -0.0604 -0.0364 -0.035
C 3.510 -0.590 2.827 0.0801 -0.0320 0.0005 -0.032
N 2.164 -0.890 2.749 -0.0725 0.3115 -0.0606 0.028
C 1.535 0.185 2.202 0.3312 -0.0108 -0.0177 -0.628
S -0.131 0.398 1.787 -0.3141 -0.5379 -0.4819 0.737
C 1.713 -2.245 3.209 -0.0278 -0.3375 0.0346 -0.525
C 2.291 -3.270 2.229 0.0170 0.1571 -0.0464 -0.012
C 2.281 -2.466 4.615 0.0400 0.0342 -0.0226 -0.027
C 0.202 -2.425 3.274 0.0079 0.2422 -0.0719 -0.066
C 0.014 3.323 0.445 0.0322 0.0393 0.4299 -0.615
S 0.043 2.505 -1.066 -0.2546 -0.1160 -0.2924 0.742
H -3.469 4.881 -1.297 0.0084 -0.0082 0.0829 0.092
H -2.620 3.336 -1.300 0.0740 -0.0712 -0.0453 0.049
H -1.739 4.830 -1.634 0.0201 -0.0051 -0.0592 0.084
H -3.311 6.466 0.232 -0.0284 -0.0045 0.0387 0.091
H -1.566 6.637 0.427 -0.0189 0.0080 -0.0232 0.101
H -2.595 6.273 1.824 0.0020 0.0401 -0.0475 0.078
H -4.323 4.108 1.013 0.0045 0.0017 -0.0227 0.098
H -3.157 3.891 2.326 -0.0390 0.0015 -0.0012 0.089
H -3.223 2.713 1.007 0.0089 0.0016 -0.0025 0.069
H -1.094 5.262 2.794 0.0277 -0.0558 -0.0420 0.124
H 1.311 4.103 3.300 0.0210 0.0143 -0.0397 0.133
H 3.133 3.239 1.961 0.0590 0.0850 0.0221 0.128
H 3.684 4.499 -0.112 0.0433 -0.0458 0.0213 0.132
H 4.463 3.886 -2.638 -0.0254 -0.0442 -0.0102 0.118
H 1.874 0.142 -3.494 -0.0176 -0.0455 0.0697 0.031
H 2.521 0.529 -5.082 0.0367 0.0373 0.0012 0.096
H 1.736 1.793 -4.123 0.0144 -0.0099 -0.0194 0.093
H 4.163 -0.693 -2.668 0.0059 -0.0152 0.0114 0.044
H 5.593 0.339 -2.857 -0.0048 0.0074 -0.0092 0.095
H 4.831 -0.392 -4.274 -0.0114 0.0117 -0.0052 0.095
H 3.811 3.135 -4.619 0.0423 0.0126 -0.0476 0.092
H 4.555 1.741 -5.400 -0.0114 -0.0186 0.0019 0.096
H 5.412 2.549 -4.092 0.0031 0.0130 -0.0321 0.091
H 4.584 1.235 2.243 -0.0389 0.0300 0.0361 0.137
H 4.231 -1.285 3.214 -0.0132 0.0385 -0.0101 0.126
H 3.375 -3.184 2.149 -0.0001 -0.0332 0.0210 0.087
H 1.864 -3.133 1.234 0.0338 -0.0197 0.0386 0.076
H 2.053 -4.276 2.577 -0.0124 -0.0082 -0.0087 0.095
H 3.366 -2.563 4.611 -0.0275 -0.0159 0.0472 0.078
H 1.870 -3.390 5.018 0.0208 -0.0023 0.0055 0.094
H 2.008 -1.647 5.281 -0.0292 -0.0119 -0.0009 0.100
H -0.248 -2.345 2.291 -0.0934 0.0671 -0.0154 0.032
H -0.268 -1.697 3.933 -0.0341 0.0215 0.0053 0.083
H -0.001 -3.423 3.662 0.0804 0.0196 0.0186 0.096
N -2.012 0.217 -0.530 -1.1976 0.0427 -0.0385 0.010
C -3.159 0.075 -0.539 0.0717 -0.0322 0.1396 -0.190
N -4.444 -0.088 -0.549 -0.0993 0.0874 -0.0397 -0.073
C -5.094 -0.913 -1.574 -0.0579 -0.2899 -0.1405 -0.110
C -5.474 -2.284 -0.991 0.0472 0.0699 0.1000 -0.153
C -5.695 -2.189 0.527 -0.0931 0.0984 -0.0709 -0.182
C -6.291 -0.829 0.892 0.1600 -0.1357 -0.0861 -0.167
C -5.272 0.282 0.613 -0.1428 0.1005 0.1257 -0.124
H -4.426 -1.015 -2.427 0.0251 0.0731 0.0167 0.132
H -5.978 -0.368 -1.908 0.0310 0.0348 0.0145 0.130
H -4.693 -3.012 -1.212 -0.0101 -0.0086 -0.0106 0.113
H -6.387 -2.624 -1.481 0.0138 -0.0153 -0.0298 0.117
H -4.747 -2.318 1.056 -0.0012 -0.0330 0.0055 0.115
H -6.359 -2.989 0.852 0.0509 -0.0297 0.0433 0.115
H -6.567 -0.792 1.945 -0.0549 0.0400 -0.0089 0.118
H -7.199 -0.666 0.307 -0.0270 0.0378 0.0422 0.118
H -4.611 0.420 1.469 0.0325 -0.0174 -0.0214 0.127
H -5.774 1.231 0.409 0.0617 0.0083 0.0113 0.124
O 0.952 -8.052 0.202 -0.0372 -0.2171 0.0770 0.121
C 0.582 -7.609 -1.019 -0.0450 0.1149 -0.0688 -0.484
O 0.389 -8.382 -1.912 0.0711 -0.0310 0.0151 0.136
C 0.428 -6.130 -1.178 0.0405 0.0786 0.0069 -0.140
C 0.639 -5.588 -2.444 -0.0273 -0.0811 0.0059 -0.002
C 0.466 -4.238 -2.671 0.0076 0.0656 0.0579 -0.092
C 0.037 -3.402 -1.638 0.2659 0.0067 0.1503 -0.631
S -0.358 -1.731 -2.006 -0.4563 0.0723 -0.1193 0.624
C -0.160 -3.939 -0.367 -0.0016 0.0617 -0.0213 -0.120
C 0.046 -5.289 -0.136 0.0294 -0.0406 -0.0545 -0.031
H 1.151 -7.320 0.793 0.0366 0.1181 -0.0138 0.092
H 0.938 -6.251 -3.245 -0.0135 0.0028 -0.0068 0.127
H 0.651 -3.815 -3.650 -0.0363 -0.0371 -0.0180 0.107
H -0.492 -3.291 0.434 -0.0484 -0.0473 -0.0507 0.082
H -0.141 -5.682 0.857 -0.0318 -0.0111 0.0008 0.118
```
Forces are in eV/Å.

**M**: 792.9 g/mol
**HOMO (spin up / spin down)**: -9.83 / -9.92 eV
**2S+1**: 4
**E**: -124509.139 eV
**HOMO-LUMO gap (spin up / spin down)**: 6.0 / 7.6 eV
**LUMO (spin up / spin down)**: -3.860 / -2.292 eV
**Charge**: +1

---

No. 2
ORCA calculation (ωB97M-V with the def2-TZVPD basis set) on a structure of composition C34H49BrN3O3Tl.

The geometry in XYZ format:
```
91
Properties=species:S:1:pos:R:3:forces:R:3:lowdin_charge:R:1
Tl -0.944 -1.505 -0.039 0.3682 -0.1157 0.0560 0.892
C -3.169 2.124 -6.906 -0.0987 -0.1214 0.1647 -0.061
C -4.086 1.318 -5.987 -0.0539 0.0872 -0.1980 -0.559
C -5.322 2.166 -5.655 0.1711 -0.0714 0.0035 -0.039
C -4.539 0.048 -6.724 0.0692 0.1268 0.0260 -0.044
C -3.396 0.896 -4.702 -0.0122 -0.1050 0.1895 -0.156
C -4.087 0.066 -3.822 0.1807 -0.0156 0.0587 -0.004
C -3.446 -0.414 -2.697 -0.3437 0.0623 -0.3185 -0.117
N -2.214 -0.093 -2.371 0.1376 0.0681 0.0238 0.069
C -1.549 0.757 -3.153 -0.5283 -0.1301 -0.2648 -0.190
C -2.100 1.255 -4.339 -0.0171 -0.0734 0.1687 0.061
C -0.214 1.114 -2.628 0.6197 0.1790 0.1406 -0.198
C 0.763 1.823 -3.328 -0.1598 -0.0996 0.1001 0.057
C 1.992 2.097 -2.729 -0.1048 -0.0592 0.2320 -0.150
C 2.170 1.650 -1.422 -0.2094 -0.0475 -0.1390 0.013
C 1.148 0.957 -0.799 0.4656 0.1705 0.0855 -0.120
N -0.002 0.687 -1.383 -0.1976 0.0665 -0.0834 0.025
C 3.132 2.816 -3.427 0.1349 0.0689 -0.0947 -0.557
C 3.576 4.020 -2.585 -0.1024 -0.1129 -0.0650 -0.041
C 4.309 1.836 -3.537 -0.0991 0.0885 -0.0424 -0.038
C 2.745 3.311 -4.822 0.0502 -0.1170 0.2434 -0.062
H -3.693 2.364 -7.829 -0.0531 0.0187 -0.0808 0.085
H -2.276 1.559 -7.163 0.1358 -0.0256 -0.0470 0.088
H -2.876 3.061 -6.439 0.1002 0.1202 0.0310 0.086
H -5.833 2.461 -6.570 -0.0377 0.0122 -0.1050 0.087
H -5.036 3.068 -5.119 0.0085 0.1222 0.0850 0.091
H -6.024 1.610 -5.041 -0.1109 -0.0274 0.0936 0.077
H -4.983 0.317 -7.677 -0.0721 0.0231 -0.1727 0.085
H -5.282 -0.500 -6.151 -0.0854 -0.0607 0.0373 0.074
H -3.699 -0.619 -6.906 0.1147 -0.0614 -0.0609 0.093
H -5.107 -0.226 -4.012 -0.1288 -0.0500 -0.0538 0.106
H -3.946 -1.089 -2.022 -0.1284 -0.1348 0.0726 0.091
H -1.524 1.924 -4.959 0.0534 0.0430 -0.0485 0.101
H 0.568 2.146 -4.338 -0.0393 0.0223 -0.1090 0.097
H 3.090 1.809 -0.883 0.0942 0.0487 0.0380 0.104
H 1.241 0.575 0.205 0.1765 -0.0128 0.2292 0.055
H 3.914 3.707 -1.602 0.0391 0.0115 0.1385 0.077
H 2.757 4.722 -2.457 -0.1093 0.1182 0.0430 0.091
H 4.399 4.538 -3.072 0.0836 0.0343 -0.0861 0.086
H 4.614 1.480 -2.557 0.0549 -0.0274 0.0921 0.080
H 5.157 2.336 -3.996 0.1628 0.0448 -0.0970 0.085
H 4.045 0.971 -4.139 -0.0391 -0.1111 -0.1033 0.091
H 1.923 4.020 -4.765 -0.1143 0.0909 -0.0508 0.088
H 2.458 2.488 -5.471 -0.0447 -0.0913 -0.1197 0.083
H 3.594 3.815 -5.276 0.1050 0.0671 -0.0630 0.085
C 2.080 -1.495 7.979 -0.0381 -0.1613 -0.0707 -0.046
C 1.699 -2.645 7.035 0.0281 -0.0797 0.1887 -0.560
C 2.868 -3.635 6.915 -0.1339 0.0927 0.0703 -0.048
C 0.511 -3.391 7.646 0.1682 0.1274 -0.1311 -0.069
C 1.393 -2.091 5.653 0.0037 0.0106 0.0493 -0.196
C 0.161 -2.178 5.034 0.0085 0.0060 -0.0082 -0.105
C 0.020 -1.693 3.753 -0.4639 -0.0392 -0.2237 -0.513
Br -1.763 -1.862 2.982 0.4806 0.0937 0.2944 0.689
C 1.034 -1.105 2.955 -0.1510 -0.1884 0.3686 -0.424
O 0.828 -0.769 1.736 -0.2677 0.1485 -0.7279 -0.316
C 2.275 -0.944 3.659 -0.0307 0.0222 -0.0641 -0.082
C 2.399 -1.451 4.937 -0.2022 -0.1135 0.0980 -0.017
C 3.520 -0.230 3.120 0.1912 0.1126 -0.1190 -0.529
C 3.885 0.924 4.070 -0.0397 -0.1140 -0.1176 -0.049
C 4.706 -1.205 3.057 -0.1424 0.1112 -0.0196 -0.046
C 3.352 0.379 1.728 0.0563 -0.0868 0.1090 -0.081
H 2.277 -1.873 8.982 0.0443 -0.0428 0.1277 0.079
H 1.269 -0.772 8.036 -0.0783 0.0805 0.0205 0.088
H 2.969 -0.977 7.632 0.1206 0.0870 -0.0485 0.073
H 3.112 -4.070 7.882 0.0224 -0.0510 0.1500 0.080
H 3.759 -3.148 6.530 0.1330 0.0347 -0.0427 0.071
H 2.602 -4.437 6.230 0.0034 -0.1088 -0.0614 0.089
H 0.789 -3.793 8.621 0.0211 -0.0124 0.0536 0.081
H 0.209 -4.221 7.012 -0.0982 -0.1164 -0.0682 0.084
H -0.339 -2.728 7.786 -0.1525 0.0583 0.0197 0.082
H -0.701 -2.611 5.514 -0.0473 -0.1123 0.1227 0.086
H 3.354 -1.344 5.427 0.1743 0.0388 0.0501 0.092
H 4.098 0.573 5.075 0.0217 -0.0248 0.1322 0.071
H 3.064 1.634 4.126 -0.1205 0.1279 0.0389 0.090
H 4.768 1.444 3.704 0.1243 0.0824 -0.0653 0.080
H 4.930 -1.636 4.029 0.0245 -0.0823 0.1251 0.071
H 5.598 -0.685 2.710 0.1180 0.0669 -0.0619 0.080
H 4.492 -2.016 2.367 -0.0281 -0.1632 -0.1012 0.088
H 2.558 1.122 1.738 -0.0664 0.0455 -0.0879 0.083
H 3.116 -0.387 0.994 -0.0480 0.0344 -0.0736 0.084
H 4.285 0.869 1.441 0.0970 0.0471 0.0188 0.082
N -6.806 -2.623 0.084 -0.1136 -0.3527 -0.0461 -0.003
C -5.395 -2.672 0.453 0.1865 0.2021 -0.0060 -0.146
C -4.835 -1.241 0.457 -0.2157 -0.5257 -0.0022 -0.547
O -5.782 -0.316 0.457 -0.0179 0.4391 0.0678 0.122
O -3.662 -0.984 0.458 -0.1187 0.0870 0.0463 -0.080
H -7.310 -3.414 0.466 -0.0440 0.1056 -0.0812 0.088
H -6.926 -2.628 -0.925 0.0004 -0.1016 0.1645 0.094
H -6.648 -0.786 0.455 0.2249 -0.0653 -0.0177 0.099
H -4.769 -3.310 -0.185 -0.0445 0.2168 0.0843 0.129
H -5.294 -3.046 1.476 -0.0253 0.0390 -0.1041 0.136
```
Forces are in eV/Å.

**M**: 832.1 g/mol
**HOMO**: -6.32 eV
**E**: -121404.114 eV
**HOMO-LUMO gap**: 6.4 eV
**LUMO**: 0.080 eV